17
Properties=species:S:1:pos:R:3:forces:R:3 method="wB97M-V/def2-TZVPD" max_force_ev_per_a=4.00 lumo_energy_ev="-2.257 / -2.258" e_tot_ha=-2727.19350 homo_energy_ev="-8.13 / -8.13" de_lowest_kcal_mol=72.7 spin_multiplicity=1 charge=0
C 1.6048 1.6413 -0.5478 -1.417 -2.547 2.397
C -2.6272 -0.7094 -0.3736 1.346 -0.160 1.054
C -1.3706 0.1502 0.0599 -1.754 1.848 1.667
C -0.0193 -0.3069 -0.4493 0.634 2.406 -1.054
C 0.9800 0.6132 0.1982 1.684 -2.196 2.074
N 2.0962 2.4862 -1.1006 1.565 3.050 -2.070
O 0.9566 0.5990 1.5777 -0.955 -0.282 -2.520
Se 3.5208 -1.0641 -0.3973 -0.136 0.382 1.534
H -2.2087 -1.7238 -0.3701 -0.464 -0.071 -0.025
H -3.4980 -0.7003 0.3062 0.766 0.295 0.099
H -3.0454 -0.5455 -1.3312 0.018 0.485 -1.223
H -1.3441 0.0470 1.2133 0.149 0.072 -1.844
H -1.3917 1.3147 -0.0638 -0.677 -2.014 -0.151
H 0.2559 -0.3395 -1.5286 -0.911 0.529 0.456
H 0.1598 -1.2642 -0.1618 0.627 -2.858 1.264
H 1.6174 1.1214 2.0212 0.707 0.625 -0.174
H 4.3136 -1.3194 0.9478 -1.181 0.436 -1.485